Version P
Density functional theory data (ωB97M-V/def2-TZVPD) for 2 unconnected molecules or ions with the total composition C14H16O.

The HOMO-LUMO gap is 9.2440 eV.

Last column: natural (NBO) charge in e.
CARTESIAN COORDINATES (ANGSTROEM)
C (0.86161, -4.14377, -0.92412)  -0.65
C (0.16485, -1.71200, -0.59120)  -0.24
C (1.06483, -2.68761, -0.97683)  -0.02
C (0.74478, -0.40954, -0.41741)  -0.19
C (2.12788, -0.15273, -0.62270)  -0.24
C (2.34278, -2.40516, -1.43449)  -0.22
C (2.89421, -1.13774, -1.19427)  -0.19
H (-0.90326, -1.99312, -0.38877)  0.22
H (0.06710, 0.42282, -0.29972)  0.22
H (1.60481, -4.69502, -0.36175)  0.23
H (1.25107, -4.61062, -1.94301)  0.21
H (2.51596, 0.89852, -0.35221)  0.22
H (2.90622, -3.07456, -2.03195)  0.21
H (3.83669, -0.91123, -1.53994)  0.20
H (-0.01181, -4.75650, -0.60385)  0.23
C (-3.37723, 0.96415, 1.75866)  -0.63
C (0.13313, 2.76939, 0.22914)  0.30
C (-0.88986, 2.45075, -0.60470)  -0.29
C (0.14744, 2.32783, 1.50652)  -0.26
C (-1.88663, 1.70999, 0.01100)  -0.18
C (-0.96683, 1.87438, 2.15203)  -0.19
C (-2.09050, 1.53400, 1.36388)  -0.07
O (1.16230, 3.52099, -0.21465)  -0.69
H (-0.83616, 2.60250, -1.62326)  0.22
H (0.88645, 4.15402, -0.90657)  0.49
H (1.09751, 2.33782, 1.99505)  0.22
H (-2.75379, 1.59516, -0.71095)  0.20
H (-0.79562, 1.35783, 3.08483)  0.22
H (-4.34324, 1.31695, 1.26641)  0.22
H (-3.61033, 1.02011, 2.78659)  0.22
H (-3.34435, -0.16761, 1.58823)  0.22


Version Q
Density functional theory data (ωB97M-V/def2-TZVPD) for 2 unconnected molecules or ions with the total composition C14H16O.

The HOMO-LUMO gap is 9.1402 eV.

Last column: natural (NBO) charge in e.
CARTESIAN COORDINATES (ANGSTROEM)
C (-3.51383, 1.72902, 0.87618)  -0.64
C (-3.36186, -0.70003, 1.56450)  -0.22
C (-3.23038, 0.27165, 0.58368)  0.00
C (-2.98892, -2.01409, 1.31206)  -0.20
C (-2.49219, -2.38250, 0.07596)  -0.24
C (-2.85395, -0.13353, -0.69237)  -0.22
C (-2.41069, -1.42954, -0.92498)  -0.20
H (-3.68088, -0.42299, 2.55915)  0.21
H (-3.11188, -2.73814, 2.11136)  0.21
H (-4.21721, 2.14526, 0.14524)  0.22
H (-2.61170, 2.30292, 1.03075)  0.23
H (-2.07255, -3.37198, -0.03393)  0.21
H (-2.91996, 0.56419, -1.51917)  0.21
H (-1.93118, -1.59075, -1.88163)  0.21
H (-4.16359, 1.75169, 1.75329)  0.21
C (4.32425, 0.31847, -2.44473)  -0.62
C (1.38869, -0.36272, -0.10815)  -0.27
C (1.66596, 0.45855, 0.96672)  0.30
C (2.26386, -0.38746, -1.19815)  -0.18
C (3.43034, 0.36078, -1.23146)  -0.05
C (2.89221, 1.13187, 1.00264)  -0.29
C (3.74548, 1.08215, -0.07935)  -0.19
O (0.75331, 0.56482, 1.97111)  -0.67
H (0.46379, -0.92016, -0.23434)  0.23
H (1.97739, -1.05206, -2.00008)  0.20
H (3.21447, 1.51306, 1.97227)  0.20
H (1.13988, 0.92911, 2.77621)  0.48
H (4.78192, -0.66721, -2.57815)  0.22
H (5.08683, 1.09105, -2.42016)  0.21
H (4.74224, 1.49967, -0.03210)  0.21
H (3.69014, 0.45890, -3.32236)  0.22


version Q ends up most stable, edging out the next structure by 2.184 eV.


Version P
Density functional theory data (ωB97M-V/def2-TZVPD) for 2 unconnected molecules or ions with the total composition C14H16O.

The HOMO-LUMO gap is 9.0456 eV.

Last column: natural (NBO) charge in e.
CARTESIAN COORDINATES (ANGSTROEM)
C (1.70674, 0.59391, 3.50288)  -0.64
C (0.71585, -0.38686, 2.92436)  -0.01
C (-0.40466, -0.66545, 3.68018)  -0.21
C (0.93529, -0.99144, 1.70238)  -0.22
C (-1.31972, -1.57403, 3.16374)  -0.20
C (0.01343, -1.90902, 1.17367)  -0.20
C (-1.13804, -2.17834, 1.92896)  -0.22
H (2.69449, 0.42240, 3.04963)  0.21
H (1.97209, 0.39603, 4.54730)  0.22
H (-0.56527, -0.20020, 4.64234)  0.21
H (1.87563, -0.88640, 1.17811)  0.21
H (-2.32748, -1.69986, 3.55068)  0.21
H (0.09742, -2.26657, 0.16055)  0.21
H (-1.83578, -2.90563, 1.55353)  0.21
H (1.56969, 1.66209, 3.34720)  0.22
C (1.00851, -1.30531, -2.84054)  -0.63
C (0.72014, 1.16048, -3.12448)  -0.19
C (0.11082, -0.09369, -2.76952)  -0.03
C (0.03342, 2.31320, -2.85926)  -0.29
C (-1.21978, 2.30279, -2.19771)  0.30
C (-1.14625, -0.05951, -2.22837)  -0.20
C (-1.82849, 1.09883, -1.87139)  -0.25
O (-1.86647, 3.41420, -1.75377)  -0.67
H (1.64931, 1.01242, -3.65488)  0.21
H (0.42705, 3.29839, -3.10035)  0.20
H (0.49607, -2.22832, -3.13187)  0.22
H (1.41232, -1.40598, -1.83558)  0.22
H (-1.57812, -1.04792, -2.06049)  0.21
H (-1.33800, 4.19369, -1.87481)  0.48
H (-2.73423, 1.18376, -1.29312)  0.23
H (1.86404, -1.24763, -3.50938)  0.22


Version Q
Density functional theory data (ωB97M-V/def2-TZVPD) for 2 unconnected molecules or ions with the total composition C14H16O.

The HOMO-LUMO gap is 8.9777 eV.

Last column: natural (NBO) charge in e.
CARTESIAN COORDINATES (ANGSTROEM)
C (-1.84000, -1.96013, 2.30585)  -0.63
C (-1.72561, -0.46552, 1.97109)  0.01
C (-0.89084, 0.37751, 2.68171)  -0.24
C (-2.42202, -0.09681, 0.77828)  -0.23
C (-0.91646, 1.67216, 2.25198)  -0.18
C (-2.34369, 1.24193, 0.33824)  -0.21
C (-1.62660, 2.12010, 1.12819)  -0.25
H (-0.89761, -2.41788, 2.21614)  0.21
H (-2.52316, -2.56751, 1.70463)  0.21
H (-0.35791, 0.00767, 3.56128)  0.22
H (-3.00200, -0.81160, 0.24898)  0.21
H (-0.27936, 2.28836, 2.85525)  0.21
H (-2.65405, 1.48072, -0.71008)  0.22
H (-1.59167, 3.13575, 0.65027)  0.22
H (-2.25670, -1.95018, 3.33960)  0.22
C (1.69347, 2.23718, -1.25484)  -0.62
C (0.39004, -0.03520, -1.11482)  -0.21
C (1.28951, 0.86805, -1.60477)  -0.05
C (0.56687, -1.34857, -1.29392)  -0.27
C (1.71670, -1.88427, -1.80635)  0.29
C (2.38314, 0.35813, -2.42855)  -0.16
C (2.68881, -1.11273, -2.43178)  -0.26
O (2.01479, -3.23198, -1.58965)  -0.68
H (-0.35572, 0.42739, -0.52195)  0.23
H (-0.15783, -2.12891, -0.95389)  0.20
H (1.60535, 2.98447, -2.06016)  0.22
H (2.62950, 2.28232, -0.81893)  0.22
H (3.05156, 0.97450, -3.03052)  0.20
H (1.44599, -3.57707, -0.91411)  0.47
H (3.49662, -1.45376, -2.97239)  0.22
H (0.86887, 2.58587, -0.52479)  0.20


version P ends up most stable, edging out the next structure by 1.553 eV.


Version P
Density functional theory data (ωB97M-V/def2-TZVPD) for C3H7N3S in the gas phase.

The HOMO-LUMO gap (alpha / beta) is 8.0976 / 8.3062 eV.

Last column: natural (NBO) charge in e.
CARTESIAN COORDINATES (ANGSTROEM)
C (-0.88650, -0.39120, 0.11230)  0.31
C (-1.00801, 1.13159, 0.01546)  -0.34
C (0.44154, -0.73376, 0.83920)  -0.61
N (-1.70323, -1.14511, -0.41637)  -0.59
N (2.37401, -0.54200, -0.88968)  -0.97
N (0.15515, 1.78708, -0.49843)  -0.65
S (1.89668, 0.36811, 0.32427)  0.90
H (-1.90622, 1.31166, -0.69603)  0.23
H (-1.34834, 1.66443, 1.00320)  0.21
H (0.52500, -0.68748, 1.87521)  0.23
H (0.64758, -1.73354, 0.56066)  0.24
H (-1.54092, -2.18864, -0.30162)  0.35
H (3.31260, -0.27506, -1.16822)  0.35
H (0.44616, 1.53678, -1.46859)  0.34


Version Q
Density functional theory data (ωB97M-V/def2-TZVPD) for C3H7N3S in the gas phase.

The HOMO-LUMO gap is 8.7237 eV.

Last column: natural (NBO) charge in e.
CARTESIAN COORDINATES (ANGSTROEM)
C (0.97498, 0.15939, 1.06319)  0.39
C (-0.24025, -0.57153, 1.27302)  -0.43
C (-1.46770, -0.19685, 0.55388)  0.00
H (3.01899, 0.10697, 0.90380)  0.38
H (2.56966, -0.94829, 1.99206)  0.38
H (-0.01363, 1.74066, 0.21017)  0.36
H (1.27808, 2.32030, 0.93122)  0.38
H (-0.09111, -1.74450, 1.64347)  0.24
H (-2.29017, -0.13548, 1.11076)  0.17
H (0.76718, -0.18490, -1.39275)  0.07
N (2.32640, -0.04489, 1.58210)  -0.83
N (0.93754, 1.54025, 0.33402)  -0.85
N (-1.72452, -0.26317, -0.76820)  -0.60
S (-0.72607, -0.38288, -1.92342)  0.34


Version R
Density functional theory data (ωB97M-V/def2-TZVPD) for C3H7N3S in the gas phase.

The HOMO-LUMO gap is 8.9668 eV.

Last column: natural (NBO) charge in e.
CARTESIAN COORDINATES (ANGSTROEM)
C (-0.83679, 0.16424, -1.57153)  -0.40
C (-0.75767, 1.06115, 0.67628)  0.28
C (0.79295, -0.83065, -0.12434)  0.31
H (-1.24070, -0.81586, -1.70220)  0.21
H (-0.20032, 0.36993, -2.38803)  0.23
H (-1.66415, 0.92961, -1.52800)  0.20
H (-1.74107, 1.36478, 0.41674)  0.18
H (0.73367, 1.24123, 1.91957)  0.35
H (1.95293, -1.67325, 1.26553)  0.41
H (0.57166, -0.98112, 1.87121)  0.39
N (-0.20034, 0.14787, -0.28081)  -0.47
N (-0.21687, 1.56219, 1.75136)  -0.64
N (1.27854, -0.91005, 1.14583)  -0.81
S (1.52816, -1.63006, -1.45161)  -0.23


version R ends up most stable, edging out the next structure by 3.002 eV.